[1]
Molecular formula: C38H38BeN5O6P2S3
Method: DFT, ωB97M-V/def2-TZVPD

Positions of all 93 atoms, in Å:
Be -0.208 0.214 0.075
N 1.295 -0.233 -0.485
S 2.627 -0.075 0.086
N 2.903 0.683 1.552
S 2.884 0.046 2.953
N 1.617 -0.667 3.504
S 0.152 0.014 3.072
N -0.187 -0.042 1.663
C -0.984 -0.952 4.070
C -0.634 -1.534 5.274
C -1.596 -2.255 5.966
C -2.878 -2.377 5.453
C -3.212 -1.789 4.241
C -2.257 -1.073 3.540
C 0.175 1.677 3.795
C 0.442 2.740 2.949
C 0.427 4.026 3.465
C 0.135 4.234 4.804
C -0.151 3.161 5.633
C -0.127 1.872 5.128
C 3.268 1.356 4.127
C 3.449 2.678 3.767
C 3.629 3.621 4.767
C 3.627 3.239 6.098
C 3.442 1.909 6.445
C 3.260 0.962 5.456
C 4.261 -1.092 3.223
C 4.084 -2.415 3.580
C 5.204 -3.212 3.770
C 6.475 -2.686 3.615
C 6.639 -1.357 3.254
C 5.528 -0.557 3.054
C 3.803 0.804 -0.953
C 4.687 1.724 -0.427
C 5.570 2.375 -1.272
C 5.561 2.107 -2.632
C 4.666 1.183 -3.149
C 3.788 0.523 -2.308
C 3.416 -1.695 0.314
C 4.775 -1.887 0.146
C 5.296 -3.163 0.288
C 4.462 -4.226 0.596
C 3.100 -4.020 0.758
C 2.573 -2.749 0.614
H 0.378 -1.441 5.638
H -1.344 -2.722 6.907
H -3.623 -2.944 5.993
H -4.209 -1.887 3.838
H -2.452 -0.624 2.577
H 0.630 2.542 1.905
H 0.629 4.868 2.822
H 0.113 5.236 5.204
H -0.412 3.321 6.667
H -0.360 1.026 5.757
H 3.433 2.948 2.723
H 3.759 4.660 4.510
H 3.767 3.975 6.873
H 3.432 1.614 7.481
H 3.101 -0.078 5.696
H 3.088 -2.806 3.707
H 5.083 -4.246 4.047
H 7.341 -3.306 3.791
H 7.628 -0.942 3.137
H 5.628 0.480 2.771
H 4.674 1.928 0.633
H 6.258 3.103 -0.871
H 6.253 2.619 -3.285
H 4.648 0.990 -4.211
H 3.083 -0.202 -2.677
H 5.416 -1.055 -0.101
H 6.353 -3.322 0.147
H 4.873 -5.216 0.707
H 2.444 -4.845 0.981
H 1.518 -2.538 0.712
N -1.764 1.538 -3.702
C -0.785 0.853 -2.818
C 0.256 0.084 -3.585
P -1.929 -0.204 -1.803
O -2.150 -1.471 -2.792
O -3.172 0.605 -1.783
O -1.324 -0.749 -0.550
P -0.014 2.077 -1.648
O -0.874 3.392 -2.123
O 1.421 2.289 -1.878
O -0.500 1.776 -0.256
H -1.911 1.024 -4.574
H -1.523 2.522 -3.863
H -2.656 1.446 -3.086
H -0.208 -0.586 -4.311
H 0.811 -0.501 -2.852
H 0.954 0.757 -4.084
H -1.557 -2.193 -2.587
H -0.942 3.998 -1.387

Results
**Net charge**: +1
**Spin multiplicity**: 1
**Kohn-Sham gap**: 8.752 eV
**LUMO**: -2.33 eV

[2]
Molecular formula: C38H38Br4N4O5P2Pb
Method: DFT, ωB97M-V/def2-TZVPD

Positions of all 92 atoms, in Å:
Pb 0.168 -0.673 -0.355
O -4.861 1.776 0.700
C -4.934 0.803 1.616
C -5.940 0.873 2.583
C -6.073 -0.120 3.535
C -5.205 -1.201 3.540
C -4.195 -1.267 2.598
C -4.030 -0.278 1.637
C -2.858 -0.349 0.713
O -1.957 -1.207 0.915
N -2.902 0.555 -0.243
N -1.823 0.667 -1.077
C -2.023 1.423 -2.102
C -1.091 1.796 -3.111
C -1.585 2.640 -4.116
C -0.842 3.004 -5.209
C 0.446 2.481 -5.348
C 0.980 1.688 -4.370
C 0.274 1.348 -3.177
O 0.882 0.699 -2.267
H -4.072 1.498 0.095
H -6.609 1.725 2.562
H -6.864 -0.056 4.274
H -5.316 -1.983 4.282
H -3.504 -2.096 2.588
H -3.038 1.830 -2.234
H -2.603 2.998 -4.021
H -1.254 3.667 -5.959
H 1.017 2.702 -6.244
H 1.980 1.286 -4.470
C -2.282 3.309 2.872
P -0.923 2.699 1.759
C 0.453 3.024 2.930
N 0.740 4.242 3.318
C 1.825 4.409 4.111
C 2.228 5.701 4.492
C 3.352 5.868 5.264
C 4.089 4.758 5.688
C 3.721 3.486 5.329
C 2.583 3.282 4.528
N 2.222 2.028 4.171
C 1.172 1.888 3.390
P 0.676 0.266 2.698
C -0.953 0.037 3.551
C 1.730 -0.964 3.693
C 1.606 -0.748 5.202
C 1.294 -2.388 3.342
C 3.177 -0.796 3.228
C -0.751 4.135 0.529
C -2.080 4.177 -0.227
C -0.457 5.534 1.063
C 0.391 3.689 -0.388
H -2.098 4.329 3.203
H -2.337 2.656 3.743
H -3.221 3.235 2.327
H 1.647 6.546 4.153
H 3.672 6.860 5.554
H 4.972 4.918 6.291
H 4.288 2.625 5.649
H -0.933 0.417 4.571
H -1.177 -1.027 3.539
H -1.741 0.531 2.987
H 0.598 -0.962 5.550
H 1.862 0.276 5.457
H 2.292 -1.414 5.724
H 0.254 -2.590 3.594
H 1.918 -3.101 3.887
H 1.435 -2.559 2.277
H 3.532 0.216 3.407
H 3.239 -1.022 2.164
H 3.821 -1.496 3.760
H -2.848 4.660 0.375
H -2.413 3.174 -0.465
H -1.967 4.724 -1.160
H -1.188 5.840 1.806
H -0.503 6.233 0.228
H 0.530 5.590 1.508
H 0.207 2.697 -0.795
H 1.332 3.655 0.166
H 0.508 4.377 -1.224
Br 2.878 -6.885 -3.373
C 2.628 -5.429 -2.185
C 3.541 -5.193 -1.175
Br 5.024 -6.349 -0.923
C 3.352 -4.098 -0.340
Br 4.574 -3.750 1.076
C 2.288 -3.196 -0.468
O 2.179 -2.177 0.287
C 1.298 -3.478 -1.498
O 0.251 -2.754 -1.651
C 1.535 -4.579 -2.323
Br 0.246 -4.878 -3.686

Results
**Net charge**: -2
**Spin multiplicity**: 1
**Kohn-Sham gap**: 4.616 eV
**Energy relative to the best compared isomer or geometry (same formula, charge and spin)**: 0.8033 eV
**LUMO**: 3.11 eV

[3]
Molecular formula: C38H38Cl7Ge2O5V
Method: DFT, ωB97M-V/def2-TZVPD

Positions of all 91 atoms, in Å:
V -1.089 0.286 -0.193
C 3.736 4.053 -3.630
O 3.243 4.850 -2.560
C 2.393 4.253 -1.706
C 1.921 5.082 -0.660
C 1.093 4.536 0.269
C 0.668 3.190 0.204
C -0.098 2.611 1.268
C -0.271 3.344 2.563
O -0.617 1.497 1.192
C 1.085 2.379 -0.886
O 0.707 1.156 -1.052
C 2.000 2.941 -1.820
H 4.372 4.699 -4.225
H 2.922 3.676 -4.252
H 4.319 3.210 -3.257
H 2.234 6.119 -0.618
H 0.728 5.168 1.073
H 0.641 3.860 2.861
H -0.560 2.636 3.335
H -1.074 4.082 2.451
H 2.345 2.293 -2.613
C -1.818 -4.199 0.123
C -2.584 -3.186 0.999
Ge -1.525 -1.584 1.509
C -2.356 -1.064 3.211
C -1.498 -0.127 4.072
C -0.023 -2.633 2.215
C 1.160 -2.607 1.617
Ge 1.250 -1.078 0.337
C 1.887 -1.568 -1.448
C 3.370 -1.829 -1.772
C 2.315 0.155 1.422
C 3.818 -0.131 1.607
C 2.295 -3.521 2.024
C 2.149 -4.489 3.030
C 3.200 -5.313 3.411
C 4.446 -5.203 2.794
C 4.612 -4.259 1.792
C 3.548 -3.439 1.423
H -2.438 -5.072 -0.128
H -0.921 -4.566 0.635
H -1.484 -3.754 -0.818
H -2.828 -3.653 1.964
H -3.530 -2.898 0.543
H -2.478 -2.031 3.711
H -3.358 -0.652 3.056
H -0.461 -0.478 4.131
H -1.878 -0.047 5.099
H -1.480 0.879 3.650
H -0.227 -3.325 3.051
H 1.549 -0.719 -2.038
H 1.269 -2.424 -1.735
H 4.036 -1.079 -1.332
H 3.522 -1.793 -2.855
H 3.713 -2.810 -1.449
H 1.804 0.124 2.388
H 2.192 1.159 1.025
H 4.011 -1.114 2.035
H 4.265 0.607 2.283
H 4.366 -0.069 0.660
H 1.189 -4.601 3.524
H 3.047 -6.050 4.194
H 5.271 -5.840 3.096
H 5.573 -4.150 1.298
H 3.697 -2.699 0.658
Cl -3.498 1.860 1.999
C -4.144 0.752 0.796
C -3.308 -0.027 -0.066
C -4.090 -0.783 -0.986
Cl -3.353 -1.814 -2.211
C -5.501 -0.773 -1.047
Cl -6.388 -1.696 -2.224
C -6.233 -0.019 -0.147
Cl -7.964 -0.020 -0.178
C -5.547 0.744 0.782
Cl -6.478 1.683 1.909
Cl -2.206 2.986 -6.897
C -2.154 2.610 -5.181
C -2.781 3.482 -4.267
C -2.726 3.231 -2.932
Cl -3.497 4.323 -1.821
C -2.033 2.089 -2.388
O -1.922 1.941 -1.131
C -1.488 1.195 -3.360
C -0.882 -0.048 -2.981
O -0.912 -0.553 -1.860
C -1.526 1.493 -4.735
H -3.311 4.356 -4.628
H -0.360 -0.609 -3.762
H -1.062 0.811 -5.441

Results
**Net charge**: -1
**Spin multiplicity**: 4
**Kohn-Sham gap (spin up / spin down)**: 6.971 / 6.799 eV
**Energy relative to the best compared isomer or geometry (same formula, charge and spin)**: 0.0000 eV
**LUMO (spin up / spin down)**: 2.24 / 1.45 eV
**<S²>**: 3.775

[4]
Molecular formula: C38H38N5O3Sc
Method: DFT, ωB97M-V/def2-TZVPD

Positions of all 85 atoms, in Å:
Sc 0.482 0.032 0.873
C -3.121 3.513 -0.126
C -2.879 4.137 -1.340
C -1.944 3.585 -2.199
C -1.261 2.430 -1.806
N -1.464 1.868 -0.615
C -2.376 2.385 0.191
C -0.304 1.731 -2.686
C -0.356 1.872 -4.073
C 0.529 1.155 -4.854
C 1.455 0.336 -4.230
C 1.446 0.278 -2.845
N 0.582 0.933 -2.089
H -3.863 3.892 0.561
H -3.427 5.022 -1.630
H -1.760 4.046 -3.156
H -2.526 1.846 1.119
H -1.080 2.524 -4.535
H 0.500 1.243 -5.930
H 2.162 -0.242 -4.803
H 2.175 -0.320 -2.314
C 3.799 -2.222 3.214
C 3.825 -3.471 2.614
C 3.203 -3.640 1.394
C 2.540 -2.571 0.782
C 2.422 -1.287 1.386
C 3.110 -1.178 2.618
C 1.940 -2.764 -0.541
C 2.561 -3.608 -1.503
C 2.013 -3.737 -2.743
C 0.800 -3.075 -3.035
C 0.140 -3.197 -4.271
C -1.032 -2.530 -4.499
C -1.596 -1.735 -3.488
C -0.993 -1.618 -2.267
C 0.239 -2.259 -2.015
N 0.838 -2.082 -0.815
H 4.308 -2.065 4.155
H 4.319 -4.306 3.093
H 3.185 -4.622 0.938
H 3.100 -0.228 3.145
H 3.477 -4.122 -1.247
H 2.491 -4.338 -3.504
H 0.566 -3.855 -5.016
H -1.542 -2.635 -5.444
H -2.533 -1.230 -3.675
H -1.437 -1.046 -1.461
C 1.294 3.953 3.362
C 0.325 2.838 2.986
C -1.084 3.123 3.508
O 0.298 2.652 1.561
C 0.770 1.465 3.611
O 1.167 1.460 4.760
O 0.627 0.479 2.834
H 0.912 4.928 3.053
H 2.260 3.782 2.889
H 1.435 3.950 4.439
H -1.508 4.010 3.035
H -1.044 3.273 4.582
H -1.720 2.265 3.299
H 0.107 3.518 1.181
C -3.342 -3.272 2.594
C -3.784 -2.046 1.784
C -4.675 -1.153 2.656
C -4.548 -2.498 0.532
C -2.582 -1.303 1.387
C -1.575 -0.712 1.055
H -4.210 -3.837 2.934
H -2.762 -2.958 3.459
H -2.714 -3.920 1.985
H -5.549 -1.708 2.996
H -5.010 -0.280 2.098
H -4.119 -0.809 3.526
H -5.432 -3.071 0.811
H -3.910 -3.121 -0.092
H -4.862 -1.637 -0.056
N 3.607 0.940 0.147
C 4.572 1.695 -0.394
C 3.953 2.789 -0.961
C 2.593 2.600 -0.700
N 2.399 1.474 -0.029
H 3.606 0.033 0.659
H 5.607 1.423 -0.344
H 4.413 3.601 -1.487
H 1.767 3.223 -0.985

Results
**Net charge**: 0
**Spin multiplicity**: 1
**Kohn-Sham gap**: 8.016 eV
**Energy relative to the best compared isomer or geometry (same formula, charge and spin)**: 1.7511 eV
**LUMO**: -0.12 eV

[5]
Molecular formula: C38H39Br5N9O9PSrTe
Method: DFT, ωB97M-V/def2-TZVPD

Positions of all 103 atoms, in Å:
Sr 0.452 0.589 -1.904
O 2.735 2.051 1.810
C 1.347 2.274 1.987
C 0.949 3.726 1.762
C 0.733 4.078 0.279
C -0.680 3.817 -0.163
C -1.674 4.761 0.104
C -2.972 4.522 -0.294
C -3.263 3.341 -0.963
C -2.230 2.453 -1.188
N -0.970 2.677 -0.794
H 3.053 2.478 0.999
H 1.124 1.984 3.014
H 0.743 1.617 1.346
H 1.744 4.352 2.175
H 0.033 3.929 2.319
H 1.425 3.523 -0.356
H 0.951 5.136 0.117
H -1.408 5.672 0.626
H -3.750 5.250 -0.095
H -4.260 3.112 -1.313
H -2.408 1.513 -1.702
C 4.184 -0.504 0.791
O 2.922 -1.018 1.192
C 2.875 -1.904 2.200
C 3.931 -2.321 2.977
C 3.673 -3.236 3.998
Br 5.133 -3.816 5.075
C 2.419 -3.721 4.255
C 1.340 -3.297 3.460
C 1.579 -2.404 2.429
O 0.583 -1.962 1.621
C -0.001 -3.809 3.775
N -0.262 -4.605 4.785
C -1.623 -4.819 4.730
C -2.447 -5.579 5.559
C -3.799 -5.618 5.277
C -4.339 -4.915 4.189
C -3.538 -4.155 3.356
C -2.179 -4.121 3.645
N -1.119 -3.480 3.055
H 4.834 -1.325 0.477
H 4.636 0.070 1.602
H 3.986 0.161 -0.044
H 4.931 -1.953 2.802
H 2.230 -4.423 5.053
H 0.991 -1.359 0.971
H -2.026 -6.121 6.396
H -4.460 -6.204 5.905
H -5.403 -4.972 3.996
H -3.947 -3.609 2.518
H -1.112 -2.908 2.223
Br -5.379 -2.393 -5.473
C -3.855 -1.353 -5.036
C -3.295 -0.502 -5.966
Br -4.040 -0.339 -7.702
C -2.163 0.249 -5.616
Br -1.334 1.431 -6.846
C -1.570 0.182 -4.353
O -0.522 0.866 -4.031
C -2.176 -0.686 -3.356
O -1.650 -0.709 -2.164
C -3.284 -1.436 -3.751
Br -3.998 -2.659 -2.480
C -5.108 -0.941 1.926
N -3.768 -0.492 2.230
C -3.576 0.687 3.048
C -2.230 1.216 2.535
O -1.665 2.176 3.017
N -1.818 0.441 1.482
C -2.752 -0.479 1.303
N -2.694 -1.375 0.322
H -5.644 -1.118 2.859
H -5.094 -1.881 1.379
H -5.664 -0.206 1.332
H -3.531 0.463 4.114
H -4.355 1.436 2.870
H -2.160 -1.130 -0.527
H -3.497 -1.945 0.119
C 6.371 1.685 -4.063
C 4.933 1.322 -3.768
O 4.131 2.514 -3.735
P 3.422 2.916 -2.341
O 2.589 1.745 -1.889
Te 4.934 3.751 -0.742
O 2.483 4.105 -2.860
C 1.441 3.802 -3.815
C 1.730 4.490 -5.130
H 6.980 0.780 -4.120
H 6.762 2.327 -3.274
H 6.442 2.215 -5.014
H 4.848 0.788 -2.819
H 4.512 0.681 -4.545
H 0.506 4.157 -3.378
H 1.350 2.726 -3.968
H 1.815 5.568 -4.989
H 0.921 4.284 -5.833
H 2.665 4.117 -5.548
N 1.653 -1.664 -1.611
C 2.275 -2.579 -1.236
N 3.066 -3.485 -0.761
C 2.752 -4.765 -0.887
N 2.570 -5.909 -0.944

Results
**Net charge**: -2
**Spin multiplicity**: 1
**Kohn-Sham gap**: 6.273 eV
**Energy relative to the best compared isomer or geometry (same formula, charge and spin)**: 1.0481 eV
**LUMO**: 3.43 eV

Please write out number 1 again, unchanged.
Molecular formula: C38H38BeN5O6P2S3
Method: DFT, ωB97M-V/def2-TZVPD

Positions of all 93 atoms, in Å:
Be -0.208 0.214 0.075
N 1.295 -0.233 -0.485
S 2.627 -0.075 0.086
N 2.903 0.683 1.552
S 2.884 0.046 2.953
N 1.617 -0.667 3.504
S 0.152 0.014 3.072
N -0.187 -0.042 1.663
C -0.984 -0.952 4.070
C -0.634 -1.534 5.274
C -1.596 -2.255 5.966
C -2.878 -2.377 5.453
C -3.212 -1.789 4.241
C -2.257 -1.073 3.540
C 0.175 1.677 3.795
C 0.442 2.740 2.949
C 0.427 4.026 3.465
C 0.135 4.234 4.804
C -0.151 3.161 5.633
C -0.127 1.872 5.128
C 3.268 1.356 4.127
C 3.449 2.678 3.767
C 3.629 3.621 4.767
C 3.627 3.239 6.098
C 3.442 1.909 6.445
C 3.260 0.962 5.456
C 4.261 -1.092 3.223
C 4.084 -2.415 3.580
C 5.204 -3.212 3.770
C 6.475 -2.686 3.615
C 6.639 -1.357 3.254
C 5.528 -0.557 3.054
C 3.803 0.804 -0.953
C 4.687 1.724 -0.427
C 5.570 2.375 -1.272
C 5.561 2.107 -2.632
C 4.666 1.183 -3.149
C 3.788 0.523 -2.308
C 3.416 -1.695 0.314
C 4.775 -1.887 0.146
C 5.296 -3.163 0.288
C 4.462 -4.226 0.596
C 3.100 -4.020 0.758
C 2.573 -2.749 0.614
H 0.378 -1.441 5.638
H -1.344 -2.722 6.907
H -3.623 -2.944 5.993
H -4.209 -1.887 3.838
H -2.452 -0.624 2.577
H 0.630 2.542 1.905
H 0.629 4.868 2.822
H 0.113 5.236 5.204
H -0.412 3.321 6.667
H -0.360 1.026 5.757
H 3.433 2.948 2.723
H 3.759 4.660 4.510
H 3.767 3.975 6.873
H 3.432 1.614 7.481
H 3.101 -0.078 5.696
H 3.088 -2.806 3.707
H 5.083 -4.246 4.047
H 7.341 -3.306 3.791
H 7.628 -0.942 3.137
H 5.628 0.480 2.771
H 4.674 1.928 0.633
H 6.258 3.103 -0.871
H 6.253 2.619 -3.285
H 4.648 0.990 -4.211
H 3.083 -0.202 -2.677
H 5.416 -1.055 -0.101
H 6.353 -3.322 0.147
H 4.873 -5.216 0.707
H 2.444 -4.845 0.981
H 1.518 -2.538 0.712
N -1.764 1.538 -3.702
C -0.785 0.853 -2.818
C 0.256 0.084 -3.585
P -1.929 -0.204 -1.803
O -2.150 -1.471 -2.792
O -3.172 0.605 -1.783
O -1.324 -0.749 -0.550
P -0.014 2.077 -1.648
O -0.874 3.392 -2.123
O 1.421 2.289 -1.878
O -0.500 1.776 -0.256
H -1.911 1.024 -4.574
H -1.523 2.522 -3.863
H -2.656 1.446 -3.086
H -0.208 -0.586 -4.311
H 0.811 -0.501 -2.852
H 0.954 0.757 -4.084
H -1.557 -2.193 -2.587
H -0.942 3.998 -1.387

Results
**Net charge**: +1
**Spin multiplicity**: 1
**Kohn-Sham gap**: 8.752 eV
**LUMO**: -2.33 eV